No. 1
Density functional theory data (the ωB97M-V functional and the def2-TZVPD basis) for a 2-piece molecular cluster, C4H13N3 overall at a distorted geometry.

Structure (XYZ):
```
20
Properties=species:S:1:pos:R:3:mulliken_charge:R:1
C 0.004 0.827 -0.232 -0.58
C 0.961 -0.197 -0.666 -0.28
C 0.369 -1.133 0.347 0.33
C -0.133 -0.654 1.536 -0.52
N -1.453 -0.804 1.980 -0.51
N 0.053 -2.551 0.035 -0.27
N 0.463 2.981 -1.723 -0.73
H 0.176 1.752 0.291 0.43
H -1.033 0.611 -0.486 0.40
H 2.040 -0.075 -0.645 0.34
H 0.681 -0.537 -1.688 0.34
H 0.419 -0.071 2.278 0.42
H -1.637 -1.192 2.900 0.28
H -2.071 -0.003 1.895 0.26
H -0.155 -3.139 0.859 0.41
H -0.766 -2.672 -0.580 0.40
H 0.786 -3.098 -0.443 0.40
H -0.519 3.130 -1.918 0.29
H 0.925 3.148 -2.619 0.28
H 0.891 3.676 -1.120 0.29
```

Summary:
- Gap between HOMO and LUMO: 8.1 eV
- E_tot: -323.67749 Eh
- ΔE to the lowest compared entry with this formula, charge and spin: 135.2 kcal/mol
- Net charge: +2

=====

No. 2
Density functional theory data (the ωB97M-V functional and the def2-TZVPD basis) for an isolated ion of composition C4H13N3 and charge +2 at a distorted geometry.

Structure (XYZ):
```
20
Properties=species:S:1:pos:R:3:mulliken_charge:R:1
N -1.215 1.767 0.047 -0.53
C -0.736 0.487 0.112 0.71
C -1.523 -0.612 0.062 -0.92
N -2.975 -0.412 -0.001 -0.23
C 0.737 0.376 0.356 -0.51
C 1.481 -0.800 -0.257 -0.74
N 3.000 -0.480 -0.217 -0.33
H -2.025 2.123 0.537 0.22
H -0.563 2.513 -0.145 0.22
H -1.102 -1.596 -0.001 0.38
H -3.226 0.435 -0.509 0.38
H -3.422 -1.206 -0.464 0.38
H -3.337 -0.371 0.960 0.38
H 1.200 1.263 -0.096 0.42
H 0.901 0.543 1.424 0.35
H 1.480 -1.780 0.218 0.37
H 1.221 -0.956 -1.299 0.38
H 3.310 -0.013 0.634 0.34
H 3.293 0.083 -1.011 0.37
H 3.499 -1.364 -0.350 0.38
```

Summary:
- Gap between HOMO and LUMO: 10.3 eV
- E_tot: -323.85141 Eh
- ΔE to the lowest compared entry with this formula, charge and spin: 26.1 kcal/mol
- Net charge: +2

=====

No. 3
Density functional theory data (the ωB97M-V functional and the def2-TZVPD basis) for a 2-piece molecular cluster, C4H13N3 overall at a distorted geometry.

Structure (XYZ):
```
20
Properties=species:S:1:pos:R:3:mulliken_charge:R:1
C -0.853 0.775 -0.463 0.05
C 2.272 0.893 -0.684 -0.87
C 1.672 0.336 0.646 -0.91
C 0.716 -0.915 0.379 -0.22
N -1.997 1.207 -0.765 -0.28
N -0.523 -0.376 -0.059 0.01
N -2.066 -1.725 0.562 -0.56
H -0.101 1.235 -1.024 0.35
H 1.617 1.559 -1.234 0.42
H 3.011 1.717 -0.311 0.34
H 2.941 0.124 -1.061 0.35
H 1.245 1.080 1.248 0.50
H 2.424 -0.105 1.182 0.42
H 1.012 -1.609 -0.377 0.36
H 0.666 -1.368 1.347 0.36
H -2.027 2.150 -1.217 0.32
H -2.928 0.846 -0.269 0.29
H -3.121 -1.608 0.477 0.36
H -2.062 -1.640 1.597 0.37
H -1.898 -2.573 0.024 0.34
```

Summary:
- Gap between HOMO and LUMO: 7.3 eV
- E_tot: -323.63531 Eh
- ΔE to the lowest compared entry with this formula, charge and spin: 161.7 kcal/mol
- Net charge: +2

=====

> What is the ΔE to the lowest compared entry with this formula, charge and spin in the second record?

26.1 kcal/mol

=====

> The highest gap between HOMO and LUMO belongs to which entry?

number 2

=====

> Which value of gap between HOMO and LUMO does entry 1 give?

8.1 eV

=====

> What is the net charge in the first record?

+2